# 1
Here is 2 unconnected molecules or ions with the total composition C20H20BF4N2O7S in a non-equilibrium geometry from the OMol25 dataset. Energies are from ωB97M-V/def2-TZVPD.

CARTESIAN COORDINATES (ANGSTROEM)
C  1.11346  -3.83464  0.10678
C  0.01855  -2.72531  -0.40515
C  -1.60810  -2.98192  -0.16609
N  -2.10611  -4.22422  0.54116
C  -2.77967  -5.00621  -0.36562
S  -3.93624  -5.67619  -1.45962
C  -2.67399  -1.85426  -0.71350
C  -2.16940  -0.46005  -1.44848
C  -3.31125  0.60272  -1.95545
C  -4.65206  0.67857  -1.01077
O  -5.61563  -0.27236  -1.12018
N  -4.77781  1.87919  -0.06071
C  -4.47403  1.37086  1.33358
C  -6.22390  2.36722  -0.18610
C  -0.56558  -0.18219  -1.64647
C  0.54167  -1.32852  -1.14054
C  2.15487  -0.99344  -1.41280
O  2.99827  -1.97347  -1.74669
C  2.58567  0.61655  -1.28702
C  4.08074  0.92026  -0.68811
C  4.32902  0.42142  0.85363
C  5.14314  -0.99698  1.00042
O  5.52358  -1.37068  2.25249
O  5.54857  -1.89251  -0.09419
C  1.58074  1.62148  -1.72748
C  1.88678  3.22670  -1.60000
O  1.12997  3.75174  -0.41823
O  1.69504  3.31801  0.67850
C  0.07673  1.20363  -2.32775
O  -0.52643  1.90636  -3.29447
H  1.31614  -4.55912  -0.80072
H  2.11426  -3.24355  0.36262
H  0.81968  -4.40781  1.08421
H  -3.82420  -2.08730  -0.55501
H  -2.87429  1.68523  -2.16357
H  -3.68161  0.21199  -3.02055
H  -5.14688  0.42878  1.51074
H  -4.70666  2.24433  2.09363
H  -3.35626  1.00894  1.37742
H  -6.85348  1.73578  0.59600
H  -6.61072  2.15192  -1.27812
H  -6.23839  3.51682  0.04782
H  4.84142  0.29801  -1.36536
H  4.43107  2.03448  -0.75633
H  5.02065  1.25024  1.36338
H  3.35249  0.38435  1.51911
H  4.97066  -2.73512  -0.07128
H  3.01658  3.51498  -1.50257
H  1.46969  3.85813  -2.52329
H  1.22068  2.50093  1.03999
B  3.14649  0.41926  4.51019
F  3.59782  -0.75264  5.24276
F  2.74848  1.45470  5.44983
F  4.22776  0.91378  3.67347
F  2.01205  0.06114  3.67453

As for the total charge: -1. As for the energy above the lowest of the compared OMol25 structures with the same formula, charge and spin: 443.57 kcal/mol. The orbital gap is 0.26360 hartree. As for the spin multiplicity: 1.

***

# 2
Here is a gas-phase ion, CH8NSi (charge +1) in a non-equilibrium geometry from the OMol25 dataset. Energies are from ωB97M-V/def2-TZVPD.

CARTESIAN COORDINATES (ANGSTROEM)
C  -0.42077  1.31344  1.01349
Si  0.13337  -0.43314  0.51567
N  0.37070  -0.92597  -1.24983
H  0.21788  1.81322  1.64327
H  -0.61263  2.04637  0.12842
H  -1.30012  1.20768  1.47666
H  -1.15770  -1.14899  0.69043
H  1.37633  -0.93842  0.97872
H  1.14176  -0.48226  -1.75312
H  0.53593  -1.88931  -1.50329
H  -0.28474  -0.56262  -1.94042

As for the total charge: +1. As for the energy above the lowest of the compared OMol25 structures with the same formula, charge and spin: 0.00 kcal/mol. The orbital gap is 0.44360 hartree. As for the SMILES: C[SiH2][NH3+]. As for the spin multiplicity: 1.

***

# 3
Here is a molecular structure, C13H19NO5ReSi in a non-equilibrium geometry from the OMol25 dataset. Energies are from ωB97M-V/def2-TZVPD.

CARTESIAN COORDINATES (ANGSTROEM)
Re  0.24545  1.25872  -0.27950
O  0.43588  1.25508  -4.37995
C  0.69331  0.97384  -3.15614
O  -0.13104  1.19622  -2.24612
C  2.01142  0.30890  -2.90107
O  2.27735  0.34061  -1.51166
C  3.32048  1.25773  -1.10732
C  2.74222  2.65627  -1.15759
O  3.19930  3.61287  -1.67645
O  1.48812  2.66646  -0.56769
H  -0.44749  1.65509  -4.49988
H  2.79590  0.76599  -3.50671
H  1.91041  -0.73251  -3.22247
H  4.19529  1.17409  -1.74768
H  3.57213  0.98618  -0.08446
C  -1.05648  2.65849  0.58426
Si  -1.69700  0.34849  1.85930
C  -0.93503  0.70458  3.46861
C  -3.45501  0.34071  1.40769
N  -0.59119  -0.18049  0.62724
C  -0.41794  -1.61606  0.58752
C  -1.06891  -2.38158  1.54756
C  -0.94614  -3.76198  1.55732
C  -0.15442  -4.37620  0.59867
C  0.49373  -3.61321  -0.36434
C  0.36476  -2.23305  -0.37506
H  -1.87520  2.36001  1.27073
H  -1.56086  3.19987  -0.21668
H  -0.42756  3.36557  1.13331
H  -1.45725  1.49096  4.01688
H  0.10611  0.99489  3.32275
H  -0.95326  -0.19584  4.09087
H  -4.01734  1.10848  1.94296
H  -3.90415  -0.62608  1.65475
H  -3.54630  0.50082  0.33322
H  -1.69373  -1.92022  2.32294
H  -1.46214  -4.34910  2.30432
H  -0.03592  -5.45076  0.60703
H  1.10261  -4.09964  -1.11458
H  0.87990  -1.64419  -1.12256

As for the total charge: +2. As for the energy above the lowest of the compared OMol25 structures with the same formula, charge and spin: 27.69 kcal/mol. The orbital gap (spin up / spin down) is 0.26295 / 0.26783 hartree. As for the spin multiplicity: 2.

***

# 4
Here is 7 unconnected molecules or ions with the total composition H14O7 in a non-equilibrium geometry from the OMol25 dataset. Energies are from ωB97M-V/def2-TZVPD.

CARTESIAN COORDINATES (ANGSTROEM)
O  -2.43542  1.58626  -0.85871
H  -2.39129  0.81337  -1.38312
H  -2.24162  2.30601  -1.47583
O  -0.67453  -2.71736  -0.23458
H  -1.47828  -3.20764  -0.16394
H  -0.56903  -2.87075  -1.16142
O  1.82739  -3.61715  0.77675
H  2.61943  -3.08768  0.64329
H  1.12999  -2.97193  0.56015
O  -0.27855  0.14236  -0.18311
H  -1.05960  0.67036  -0.32684
H  -0.54926  -0.77907  -0.34037
O  0.40364  3.49414  0.93916
H  0.53659  3.06853  0.11224
H  0.49729  2.93491  1.69169
O  0.90772  -0.58536  2.50186
H  1.62563  -0.74079  1.90304
H  0.25061  -0.21471  1.83836
O  0.63627  2.23877  -1.43821
H  0.99318  2.11617  -2.28040
H  0.24985  1.42156  -1.12001

As for the energy above the lowest of the compared OMol25 structures with the same formula, charge and spin: 46.53 kcal/mol. The orbital gap is 0.37307 hartree. As for the SMILES: O.O.O.O.O.O.O. As for the spin multiplicity: 1.

***

# 5
Here is a molecular structure, C15H12F3NO4S in a non-equilibrium geometry from the OMol25 dataset. Energies are from ωB97M-V/def2-TZVPD.

CARTESIAN COORDINATES (ANGSTROEM)
F  -2.67660  3.24447  -2.60292
C  -2.09676  2.87974  -1.44779
F  -0.81916  3.34550  -1.42769
F  -2.76818  3.43048  -0.41487
S  -2.10377  1.01297  -1.31715
C  -0.83696  0.72695  -0.06095
C  -1.35120  -0.22101  0.97572
C  -1.20871  0.07862  2.35260
C  -1.52336  -0.86072  3.32225
C  -1.96271  -2.13888  2.92255
N  -1.96978  -3.21198  3.85583
O  -2.23447  -4.36173  3.43170
O  -1.68930  -2.97923  5.05346
C  -2.20539  -2.41743  1.56175
C  -1.91477  -1.46047  0.60341
O  -3.43687  0.65904  -0.89672
O  -1.54123  0.52628  -2.55874
H  -0.65952  1.72091  0.36204
H  -0.85193  1.07029  2.63558
H  -1.40465  -0.65342  4.38243
H  -2.59076  -3.39410  1.28347
H  -2.11126  -1.69298  -0.44418
C  1.31919  0.31377  -1.04531
C  2.20807  -0.47715  -0.34186
C  3.59569  -0.60476  -0.50158
C  4.43900  0.07853  -1.36339
C  4.08182  0.89090  -2.43771
C  2.80484  1.21740  -2.85974
C  1.57927  0.97686  -2.21728
H  0.18245  0.31966  -0.64474
H  1.79054  -1.09480  0.46365
H  4.08143  -1.31730  0.17360
H  5.51484  -0.06320  -1.20930
H  4.90917  1.29272  -3.03399
H  2.73321  1.76609  -3.80372
H  0.71781  1.39798  -2.75043

As for the energy above the lowest of the compared OMol25 structures with the same formula, charge and spin: 31.43 kcal/mol. The orbital gap is 0.18683 hartree. As for the spin multiplicity: 1.

***

# 6
Here is a single C4H9ClO3S molecule in a non-equilibrium geometry from the OMol25 dataset. Energies are from ωB97M-V/def2-TZVPD.

CARTESIAN COORDINATES (ANGSTROEM)
C  -1.45818  2.24566  0.18122
C  -2.02130  1.10120  -0.56962
S  -1.37932  -0.48338  -0.00059
O  -1.77697  -1.50651  -0.86592
O  -1.75191  -0.58410  1.38345
O  0.16672  -0.14736  -0.15378
C  1.08578  -1.24715  0.19092
C  2.53994  -0.89888  -0.10334
Cl  2.90790  0.86654  -0.04319
H  -2.03566  3.20666  -0.01799
H  -0.62725  2.40747  -0.03376
H  -1.57906  2.36709  1.20417
H  -1.75432  1.17686  -1.84425
H  -3.15318  1.01142  -0.59836
H  0.76783  -2.36953  -0.29366
H  1.08840  -1.56540  1.38810
H  2.79806  -1.26809  -1.06264
H  3.14973  -1.26470  0.89690

As for the energy above the lowest of the compared OMol25 structures with the same formula, charge and spin: 46.60 kcal/mol. The orbital gap is 0.42321 hartree. As for the SMILES: CCS(=O)(=O)OCCCl. As for the spin multiplicity: 1.

***

# 7
Here is a molecular structure, C21H21AsF6NO2PtTe in a non-equilibrium geometry from the OMol25 dataset. Energies are from ωB97M-V/def2-TZVPD.

CARTESIAN COORDINATES (ANGSTROEM)
Pt  -0.12800  0.30720  -0.05680
F  0.52780  -0.22800  2.36030
As  0.76590  1.21530  3.45360
F  0.74430  2.20060  1.76420
F  -1.01330  1.47290  3.26150
F  0.95310  2.76210  4.15140
F  0.63930  0.30010  4.84260
F  2.45510  1.03090  3.14330
C  1.53970  -2.47950  -0.22300
C  2.35000  -1.27990  -0.03670
C  3.71660  -1.18350  0.33100
C  4.04420  0.15980  0.31360
C  2.87170  0.86440  -0.06940
C  2.73250  2.29930  -0.31450
N  1.85460  -0.02820  -0.26390
H  1.93630  -3.06540  -1.06040
H  0.49010  -2.23370  -0.42350
H  1.61810  -3.12340  0.65370
H  4.36060  -2.00770  0.56560
H  4.98950  0.61660  0.54380
H  3.61750  2.69410  -0.81670
H  2.67730  2.82010  0.64910
H  1.83270  2.50010  -0.90130
C  -0.67710  4.26140  0.42300
Te  -1.69870  2.39830  0.85010
C  -2.74570  3.02920  -0.97640
C  -2.77750  4.50220  -0.88180
C  -3.79010  5.27490  -1.43770
C  -3.71610  6.65290  -1.36970
C  -2.66090  7.27600  -0.67960
C  -1.66260  6.51900  -0.09110
C  -1.69810  5.13530  -0.19430
H  0.12250  4.00550  -0.28430
H  -0.20890  4.70720  1.30140
H  -3.73100  2.59300  -1.11620
H  -2.10370  2.69800  -1.80460
H  -4.60740  4.79250  -1.95190
H  -4.46040  7.25390  -1.86850
H  -2.63530  8.35210  -0.60950
H  -0.85740  6.99920  0.44270
O  -2.10990  -0.04480  -1.14180
C  -2.73180  -0.31170  -0.07640
O  -2.10300  -0.29250  1.01470
C  -4.19160  -0.50900  -0.08020
C  -4.88980  -0.48420  1.12940
C  -6.27200  -0.63050  1.11550
C  -6.94980  -0.76590  -0.08940
C  -6.25020  -0.79580  -1.28730
C  -4.86970  -0.65310  -1.29090
H  -4.35880  -0.32560  2.05740
H  -6.81430  -0.65330  2.04940
H  -8.02460  -0.87350  -0.09160
H  -6.77490  -0.94570  -2.21660
H  -4.31340  -0.63590  -2.21530

As for the total charge: +2. As for the energy above the lowest of the compared OMol25 structures with the same formula, charge and spin: 10.61 kcal/mol. The orbital gap (spin up / spin down) is 0.29159 / 0.15148 hartree. As for the spin multiplicity: 6.

***

# 8
Here is 2 unconnected molecules or ions with the total composition C23H31N2O2 in a non-equilibrium geometry from the OMol25 dataset. Energies are from ωB97M-V/def2-TZVPD.

CARTESIAN COORDINATES (ANGSTROEM)
C  3.66519  1.08455  3.64060
C  2.59762  0.24228  3.09668
N  2.00391  -0.70750  3.85780
C  2.30453  -0.96000  5.25400
C  1.04011  -1.39874  3.12236
C  1.01345  -0.81597  1.83734
C  0.02747  -1.20659  0.94972
C  -0.78580  -2.30411  1.26727
C  -0.75702  -2.85752  2.56318
C  0.15953  -2.39617  3.52414
C  2.00305  0.24808  1.79542
C  2.22589  1.15302  0.74786
C  2.27661  0.88854  -0.65477
C  2.26775  -0.42414  -1.19855
C  2.28281  -0.62347  -2.57667
C  2.37730  0.46363  -3.45575
C  2.45293  1.76888  -2.94750
C  2.40174  1.97878  -1.57422
H  4.06904  1.67947  2.82001
H  3.29574  1.76925  4.41708
H  4.48172  0.49357  4.07767
H  1.62663  -1.74654  5.58634
H  3.34072  -1.29708  5.39287
H  2.14658  -0.06443  5.87134
H  -0.09827  -0.60259  0.05779
H  -1.44809  -2.72775  0.50789
H  -1.46840  -3.64523  2.81018
H  0.20492  -2.79476  4.53796
H  2.51573  2.16271  1.05421
H  2.26655  -1.27969  -0.51917
H  2.20720  -1.64091  -2.97232
H  2.37598  0.29526  -4.53487
H  2.52620  2.62432  -3.62699
H  2.42534  2.99184  -1.16067
C  -4.70041  -2.14773  -2.72834
O  -3.52321  -1.33274  -2.71676
C  -2.45940  -1.91273  -1.98165
C  -1.20876  -1.05483  -2.14743
N  -1.25605  0.20928  -1.46581
C  -0.90353  1.39010  -2.19994
C  -1.85884  2.54500  -1.93659
O  -2.34172  2.43305  -0.60620
C  -3.21472  3.49514  -0.23538
H  -5.41530  -1.62813  -3.37309
H  -4.53774  -3.16497  -3.13487
H  -5.13519  -2.26157  -1.71897
H  -2.70992  -1.97743  -0.90443
H  -2.21806  -2.92465  -2.37293
H  -0.38099  -1.64966  -1.73992
H  -1.00548  -0.89430  -3.21483
H  -2.03674  0.34142  -0.82871
H  0.09720  1.71638  -1.88964
H  -0.85797  1.18188  -3.27462
H  -1.30760  3.49669  -2.07773
H  -2.68482  2.46492  -2.66817
H  -3.60611  3.23213  0.75014
H  -2.70642  4.47248  -0.15886
H  -4.05288  3.61930  -0.94354

As for the total charge: +1. As for the energy above the lowest of the compared OMol25 structures with the same formula, charge and spin: 27.52 kcal/mol. The orbital gap is 0.20954 hartree. As for the spin multiplicity: 1.